(1)
Computed, not measured: a molecular structure, C25H29N8O3SSr in a non-equilibrium geometry, with the ωB97M-V functional and the def2-TZVPD basis.

Its charge is +1. The calculation puts the total energy at -56126.548 eV. For the lowest unoccupied orbital energy, the calculation gives -3.74 eV. Its energy above the lowest of the compared OMol25 structures with the same formula, charge and spin is 16.8 kcal/mol. The value obtained for the highest occupied orbital energy is -10.07 eV.

Geometry as XYZ:
```
67
Properties=species:S:1:pos:R:3:forces:R:3
Sr -1.55229 -0.36595 0.22749 0.004 0.236 0.993
C -4.22945 -1.60073 2.86849 0.084 0.051 -0.034
O -3.48972 -0.37806 2.73395 -0.076 0.174 -0.114
C -4.32430 0.73095 2.40200 0.125 -0.204 0.198
C -4.54984 0.79715 0.91749 0.211 0.069 -0.246
O -3.30253 1.13537 0.25959 -1.008 1.222 -0.003
C -2.96331 2.53359 0.18323 -0.089 -0.198 0.070
C -1.50668 2.75001 0.53048 -0.043 -0.092 -0.145
O -0.68266 2.06316 -0.42096 -0.031 0.400 0.250
C 0.66495 2.55533 -0.40597 -0.241 -0.104 0.042
H -5.04420 -1.46351 3.58013 -0.023 -0.001 0.059
H -3.53997 -2.35044 3.24879 0.018 -0.008 -0.020
H -4.62237 -1.94688 1.91208 -0.025 0.014 0.002
H -3.80412 1.62348 2.75154 -0.001 0.077 0.038
H -5.28333 0.67492 2.92303 -0.018 -0.084 0.070
H -5.32880 1.50486 0.63644 0.006 0.114 0.000
H -4.82835 -0.18945 0.54649 -0.013 0.025 -0.149
H -3.57727 3.11673 0.87165 -0.030 -0.029 0.046
H -3.14883 2.88467 -0.83109 -0.086 -0.006 -0.099
H -1.27549 2.39819 1.54426 0.006 -0.001 -0.013
H -1.30972 3.82324 0.49238 0.051 0.085 -0.026
H 0.66877 3.63228 -0.57502 -0.002 0.064 -0.011
H 1.20125 2.07071 -1.21583 0.001 -0.040 -0.034
H 1.14342 2.32592 0.54720 0.011 -0.008 0.005
C 0.49869 -1.96688 4.16501 0.251 -0.173 0.073
C -0.35374 -1.31244 3.29128 0.085 0.050 -0.307
N 0.01032 -1.08675 2.03087 0.557 -0.268 0.463
C 1.21682 -1.50949 1.63179 -0.105 0.316 -0.519
C 2.02294 -2.22106 2.50126 0.129 -0.160 0.403
N 1.67639 -2.44244 3.76932 -0.100 0.120 -0.180
C 1.64934 -1.16379 0.22355 -0.455 0.033 0.289
C 2.97552 -1.17406 -0.16122 0.167 -0.077 0.054
C 3.30665 -0.87878 -1.48092 0.325 -0.027 -0.140
C 2.27131 -0.56255 -2.35632 0.094 0.005 -0.192
C 0.97535 -0.48281 -1.88496 -0.453 0.055 0.092
N 0.67666 -0.79187 -0.61766 0.985 -0.221 -0.308
C -0.18310 -0.02565 -2.74160 0.243 -0.314 0.474
C -0.01860 0.63902 -3.94085 -0.163 0.165 -0.400
N -1.05988 1.00806 -4.69234 0.047 -0.132 0.206
C -2.27185 0.70312 -4.23962 0.192 0.107 -0.183
C -2.45394 0.08369 -3.00946 0.223 -0.138 0.104
N -1.41094 -0.26110 -2.26489 0.142 -0.002 -0.679
C 4.72790 -0.88632 -1.94253 -0.464 0.017 0.165
C 5.10674 -0.21964 -3.09601 0.052 0.186 -0.213
C 6.43669 -0.23428 -3.48522 0.221 -0.127 0.133
N 7.39937 -0.85762 -2.80214 -0.338 -0.010 0.107
C 7.02637 -1.49727 -1.69105 0.097 0.129 -0.239
C 5.72000 -1.53945 -1.22936 0.137 -0.199 0.147
H 0.22027 -2.12156 5.19944 0.018 -0.043 0.017
H -1.33282 -0.95349 3.59692 0.063 -0.053 -0.045
H 2.96670 -2.63869 2.17396 0.019 -0.005 0.061
H 3.74591 -1.39820 0.56308 -0.011 0.031 -0.057
H 2.47047 -0.39556 -3.40455 0.039 0.032 0.027
H 0.96652 0.90302 -4.30989 -0.078 -0.009 -0.044
H -3.12029 0.96628 -4.86063 0.055 0.015 0.008
H -3.44021 -0.15084 -2.62275 0.025 0.019 0.005
H 4.39788 0.33818 -3.69295 0.018 -0.010 0.012
H 6.73986 0.28451 -4.38748 0.042 -0.016 0.028
H 7.80923 -2.00573 -1.14088 0.022 0.007 -0.031
H 5.50356 -2.10623 -0.33266 0.007 0.021 -0.050
S -5.32482 -3.20908 -1.04068 0.473 0.218 0.175
C -3.89146 -2.63336 -0.53306 -0.555 -0.092 -0.150
N -2.88495 -2.16077 -0.14003 -0.849 -1.289 -0.245
N 0.83133 1.79425 3.07350 -0.008 0.173 -0.012
H 0.35682 1.63264 3.95608 0.012 -0.045 0.015
H 0.96104 2.80016 3.01829 0.018 0.014 0.036
H 1.76475 1.40926 3.17950 -0.007 -0.056 0.021
```
Forces are in eV/Å.



(2)
Computed, not measured: a molecular structure, C25H30As2ClIN2O15P2V, with the ωB97M-V functional and the def2-TZVPD basis.

The calculation puts the total energy at -246675.675 eV. The expectation value of S² is 3.773. For the lowest unoccupied orbital energy (alpha / beta), the calculation gives -0.93 / -0.68 eV. Its energy above the lowest of the compared OMol25 structures with the same formula, charge and spin is 0.0 kcal/mol. The value obtained for the highest occupied orbital energy (alpha / beta) is -6.61 / -7.47 eV. Its spin multiplicity is 4.

Geometry as XYZ:
```
79
Properties=species:S:1:pos:R:3:forces:R:3
V -0.11278 -0.11552 0.81689 0.459 0.008 -0.212
Cl 4.81174 0.02020 5.49146 -0.027 -0.005 -0.034
C 3.90153 0.01227 4.01176 0.008 -0.004 0.042
C 4.51930 0.32454 2.83902 0.020 0.009 -0.057
C 3.80510 0.31020 1.61965 0.077 -0.027 0.002
I 4.79270 0.66432 -0.16880 0.018 0.009 -0.019
C 2.47538 -0.00240 1.58945 -0.107 -0.056 -0.099
O 1.73518 -0.10602 0.48213 -0.079 0.087 0.162
C 1.83600 -0.29825 2.82406 -0.108 -0.047 -0.028
N 0.50390 -0.59834 2.73244 0.075 0.138 -0.063
C -0.16082 -0.96215 3.80696 0.000 0.013 -0.077
C 0.46546 -1.04005 5.06007 -0.033 -0.038 0.056
C 1.78645 -0.71433 5.18013 0.033 0.013 0.025
C 2.52360 -0.32523 4.04030 -0.041 -0.025 0.030
H 5.57185 0.57061 2.83919 -0.004 0.006 -0.008
H -1.20807 -1.20358 3.68230 -0.017 -0.004 -0.003
H -0.11385 -1.36098 5.91320 0.006 0.005 -0.001
H 2.28347 -0.76132 6.13925 0.000 -0.004 0.010
N -3.12561 1.95193 -1.13363 -0.036 0.044 0.056
C -2.43987 2.43451 0.13407 0.045 -0.008 0.011
C -2.93652 3.82581 0.48895 -0.029 -0.043 -0.042
P -2.81945 1.16362 1.42725 -0.035 0.022 0.071
O -4.39317 0.97444 1.09957 -0.147 -0.038 0.008
O -2.57069 1.60396 2.79971 -0.096 0.074 0.000
O -2.11679 -0.05148 0.82620 0.139 0.073 0.176
P -0.61662 2.44844 -0.19886 -0.140 -0.055 0.046
O -0.52762 1.03614 -1.12309 0.151 0.007 -0.001
O -0.26007 3.61973 -1.00084 0.100 -0.030 0.006
O 0.02013 1.97465 1.08466 -0.218 -0.084 0.013
H -4.13008 1.85291 -0.95782 0.027 0.006 -0.008
H -2.74634 1.03266 -1.38952 0.000 0.024 0.009
H -2.96034 2.60496 -1.90295 -0.002 -0.022 0.015
H -4.01696 3.82353 0.64906 -0.003 0.002 0.002
H -2.67170 4.54756 -0.28465 -0.002 0.005 -0.005
H -2.46595 4.13678 1.42022 0.013 -0.011 0.013
H -4.92775 1.01815 1.90502 0.091 -0.004 -0.090
H 0.25161 1.06671 -1.70332 -0.092 0.029 0.017
C -2.59379 -3.42210 -3.98066 0.009 0.014 0.009
O -1.98391 -3.07349 -2.74218 -0.084 -0.122 0.023
C -2.48750 -3.75843 -1.65334 -0.123 0.158 -0.068
O -3.41290 -4.53695 -1.78595 0.022 -0.048 -0.028
C -1.88983 -3.36730 -0.41211 -0.012 -0.053 0.100
C -2.10742 -4.13543 0.77960 0.058 0.070 -0.099
As -1.41432 -5.90403 0.48422 0.020 0.027 -0.005
C -1.38995 -6.74402 2.25406 -0.020 0.031 0.020
C 0.46724 -5.21182 0.56068 -0.096 -0.183 0.079
C 0.89149 -3.97132 0.33747 0.086 0.052 0.011
As -0.22944 -2.46679 -0.25369 -0.032 -0.190 -0.030
C 0.61064 -2.22266 -1.99406 0.072 0.036 -0.015
C 2.32278 -3.64642 0.59074 -0.070 0.057 -0.156
O 2.69782 -2.73577 1.28041 0.028 0.111 0.111
O 3.15777 -4.48084 -0.04433 0.025 -0.068 0.012
C 4.54215 -4.32315 0.30149 0.017 0.000 -0.046
C 1.44013 -6.26244 1.01033 0.020 -0.007 -0.155
O 1.90099 -6.29025 2.11624 -0.006 -0.016 0.087
O 1.72003 -7.25395 0.13912 -0.025 0.027 0.011
C 1.41954 -7.07585 -1.25212 -0.002 -0.017 0.034
C -2.09132 -3.50799 2.09850 -0.252 -0.058 0.039
O -1.33805 -3.76033 3.01491 0.108 0.055 0.000
O -3.05622 -2.56489 2.33572 0.042 -0.012 -0.061
C -4.20415 -2.51336 1.48250 0.047 -0.014 0.087
H -2.05529 -2.86845 -4.74712 0.001 0.003 0.002
H -3.64918 -3.14821 -3.98971 -0.002 -0.003 0.009
H -2.51866 -4.49217 -4.16691 0.005 -0.014 -0.009
H -2.42753 -6.95704 2.51408 0.019 -0.010 0.018
H -0.94038 -6.09692 3.00076 -0.010 -0.008 0.007
H -0.84737 -7.68646 2.18664 0.002 -0.001 -0.008
H 0.61839 -3.16644 -2.53504 0.001 0.050 0.024
H 1.62749 -1.87257 -1.80996 0.009 0.011 0.000
H 0.05423 -1.48702 -2.57203 0.022 -0.025 0.014
H 5.05817 -5.15182 -0.17376 -0.004 0.011 -0.001
H 4.66440 -4.36287 1.38151 -0.005 -0.016 0.010
H 4.91530 -3.37030 -0.07228 -0.003 0.003 0.020
H 1.88028 -7.92110 -1.75574 -0.002 0.005 0.004
H 1.85341 -6.14751 -1.62076 0.008 0.012 0.002
H 0.34439 -7.08694 -1.43195 0.024 0.004 -0.001
H -4.99575 -2.06017 2.07858 0.020 0.006 -0.001
H -4.50294 -3.51296 1.16864 -0.001 0.001 -0.007
H -4.00723 -1.91255 0.59913 0.041 0.052 -0.065
```
Forces are in eV/Å.



(3)
Computed, not measured: a molecular structure, C25H30As3BBr4Cl5F2O4Ta in a non-equilibrium geometry, with the ωB97M-V functional and the def2-TZVPD basis.

The calculation puts the total energy at -567566.223 eV. For the lowest unoccupied orbital energy, the calculation gives -0.58 eV. Its energy above the lowest of the compared OMol25 structures with the same formula, charge and spin is 15.1 kcal/mol. The value obtained for the highest occupied orbital energy is -7.96 eV.

Geometry as XYZ:
```
75
Properties=species:S:1:pos:R:3:forces:R:3
Ta 0.78199 -0.31439 -1.39092 1.547 1.486 -1.432
Br 7.61387 -2.01440 -1.43363 0.011 0.000 0.002
C 5.85779 -1.60183 -1.97317 -0.032 0.003 -0.030
C 5.50201 -1.62555 -3.32442 -0.027 0.008 0.046
Br 6.77206 -2.07279 -4.63899 0.017 -0.004 -0.014
C 4.19565 -1.32209 -3.71026 0.014 0.066 -0.132
Br 3.60881 -1.34851 -5.49931 0.025 -0.003 0.032
C 3.25854 -0.98006 -2.75046 -0.099 -0.095 -0.051
O 1.98441 -0.69900 -2.99898 0.157 0.035 0.387
C 3.61443 -0.96174 -1.40581 -0.046 -0.013 0.223
O 2.61550 -0.63761 -0.57213 -0.091 -0.304 -0.235
C 4.90117 -1.27482 -1.01107 0.032 -0.024 0.055
Br 5.26830 -1.26220 0.83859 0.009 -0.008 -0.038
C 1.27324 -1.55439 2.47069 0.046 -0.101 -0.070
As 0.82610 -0.04679 1.33768 0.082 -0.046 0.396
C 2.28512 1.11445 1.87814 0.055 0.015 -0.038
C -0.53556 0.84784 2.41097 -0.099 -0.002 0.028
C -1.99965 0.48508 2.18344 -0.044 -0.070 0.014
C -2.21758 -1.03014 2.23038 0.029 0.047 -0.004
C -2.45737 1.04898 0.83087 0.098 -0.009 0.013
As -1.78150 0.25479 -0.83268 -1.107 -0.091 0.378
C -3.01496 -1.24567 -0.98462 0.051 -0.053 -0.014
C -2.74267 1.47638 -1.99848 0.068 0.062 -0.020
C -2.88897 1.17078 3.24168 -0.002 -0.008 -0.014
As -2.63789 1.11087 5.21257 -0.021 0.032 0.011
C -1.67861 -0.55881 5.60048 -0.003 -0.008 0.018
C -1.11636 2.33983 5.40935 0.040 -0.006 0.011
H 1.47812 -1.17113 3.47009 0.008 -0.028 0.012
H 2.17074 -2.02020 2.06470 0.011 -0.004 0.020
H 0.47389 -2.28753 2.49591 -0.016 0.006 0.023
H 2.38085 1.04347 2.96174 0.007 0.019 0.002
H 2.08142 2.14506 1.59673 -0.019 0.003 0.012
H 3.20205 0.78577 1.39819 0.005 -0.010 0.009
H -0.39047 1.91780 2.24586 0.005 0.007 0.030
H -0.24258 0.63025 3.43701 -0.021 -0.005 0.002
H -1.60174 -1.55403 1.49396 -0.004 0.003 -0.010
H -3.26153 -1.27311 2.02184 -0.009 -0.002 0.009
H -1.96795 -1.43476 3.20957 0.005 -0.002 -0.012
H -2.21311 2.11110 0.76999 -0.009 0.004 0.021
H -3.54165 0.94679 0.73749 -0.019 0.028 0.019
H -3.95025 -0.97728 -0.49582 -0.024 0.011 -0.011
H -2.60616 -2.14477 -0.53070 -0.024 0.045 0.002
H -3.19827 -1.43952 -2.04035 -0.003 0.002 0.027
H -3.78418 1.46629 -1.67848 -0.007 0.027 -0.015
H -2.67722 1.15433 -3.03483 -0.014 -0.018 0.002
H -2.33334 2.47959 -1.90090 0.002 0.000 -0.006
H -3.91744 0.82923 3.09393 -0.001 0.003 -0.030
H -2.90584 2.24930 3.04819 -0.005 0.006 0.006
H -2.34678 -1.41120 5.48839 -0.003 -0.003 -0.002
H -1.38615 -0.49928 6.64925 0.003 -0.009 0.001
H -0.78490 -0.71764 4.99980 0.019 0.009 -0.008
H -1.33065 3.26223 4.86937 -0.002 0.003 0.003
H -0.17409 1.92779 5.05150 -0.011 0.025 0.018
H -1.01306 2.58401 6.46593 0.000 0.001 0.003
F 0.13404 -3.11898 0.28473 -0.366 0.024 -0.132
B 0.60860 -2.43583 -0.77164 0.329 -1.561 0.938
F 1.54678 -3.13218 -1.44428 -0.210 -0.057 0.000
Cl -1.22061 -3.56137 -2.54905 0.062 0.013 -0.078
C -1.03846 -2.19689 -3.61061 -0.248 0.004 -0.028
C -0.54928 -0.99081 -3.12349 0.111 -0.330 -0.446
C -0.48803 0.02738 -4.06409 -0.150 -0.360 0.239
Cl 0.18026 1.50031 -3.41365 -0.113 0.221 -0.416
C -0.86568 -0.07190 -5.38779 0.049 0.289 -0.024
Cl -0.73119 1.28772 -6.42991 -0.012 -0.039 -0.024
C -1.35632 -1.29319 -5.83361 -0.044 -0.078 -0.020
Cl -1.86063 -1.46843 -7.46535 0.019 0.007 0.020
C -1.44712 -2.35983 -4.93989 0.001 0.015 0.060
Cl -2.07709 -3.86160 -5.49097 0.020 -0.003 0.018
C 0.54586 4.04913 -0.16506 -0.017 -0.008 0.017
O 0.13618 2.67110 -0.24765 0.017 -0.088 0.106
C 1.02265 1.77509 -0.76601 0.039 0.751 0.053
O 2.11365 2.11342 -1.17099 -0.073 0.164 0.074
H 0.43242 4.36776 0.87007 -0.007 0.009 -0.002
H -0.11138 4.63585 -0.80446 0.007 0.010 0.000
H 1.57780 4.16248 -0.48459 0.006 -0.012 -0.004
```
Forces are in eV/Å.